This record from OMol25 describes a single C3H3NOS molecule. The level of theory is ωB97M-V/def2-TZVPD.

Gap between HOMO and LUMO: 9.70 eV
Electronic energy: -644.17215 Eh

The geometry in ORCA input format:
```
! RIJCOSX wB97M-V def2-TZVPD def2/J DEFGRID3
* xyz 0 1
C 2.60822 -0.00755 0.23204
C 1.44504 0.12952 -0.00880
C -0.22699 0.60157 -0.06001
O -0.64162 1.66992 -0.35795
N -0.86570 -0.55132 0.20227
S -2.71861 -0.67210 -0.01242
H 3.56091 -0.38820 0.43257
H -0.43615 -1.42032 0.23506
H -2.72510 0.63846 -0.66276
*
```

In elementary charge units, the Mulliken charges are: atom 1 (C): 0.14, atom 2 (C): -0.75, atom 3 (C): 0.67, atom 4 (O): -0.50, atom 5 (N): -0.35, atom 6 (S): -0.15, atom 7 (H): 0.42, atom 8 (H): 0.31, atom 9 (H): 0.20